# C22H27N7PdSe

A structure of composition C22H27N7PdSe (ωB97M-V/def2-TZVPD, the Open Molecules 2025 dataset).

Last column: Mulliken charge in e.
Atoms and positions in Å:
1 Pd 0.043576 0.377901 -0.319847  0.539
2 Se 1.698734 -0.116516 -2.005660  -0.204
3 N 2.969539 1.335926 0.136677  0.118
4 N -0.905031 -1.512933 -0.078761  0.510
5 N 2.041798 2.680535 -1.296315  0.465
6 N -0.396690 -10.349834 -0.996858  -0.401
7 N -1.704733 1.544145 -1.266305  -0.236
8 N -0.555421 0.975160 1.551954  -0.430
9 N -1.300783 -3.676716 -0.086291  0.284
10 C 2.200710 1.375225 -0.979524  -0.105
11 C 0.069243 -5.551983 -0.872559  -0.545
12 C -0.444376 2.444590 1.806030  -0.103
13 C 2.804160 4.860970 -0.259071  -0.733
14 C 2.693781 3.468118 -0.365387  0.821
15 C 0.249147 -6.911395 -1.055488  -1.155
16 C 4.048257 3.084862 1.630436  -1.080
17 C -1.099948 -5.097570 -0.280710  2.149
18 C -0.413168 -2.705150 -0.361522  -0.506
19 C 4.160811 4.449173 1.726703  -0.510
20 C -2.433006 -3.061949 0.402129  -0.225
21 C -2.088020 -5.978083 0.128117  -0.475
22 C 1.345184 3.205679 -2.470086  -1.140
23 C -2.179153 -1.731142 0.405250  -1.350
24 C -1.775623 3.170332 1.700841  -0.914
25 C -2.798877 2.157116 -0.468793  -0.673
26 C -0.735662 -7.806062 -0.650267  0.332
27 C -2.344965 3.396357 0.298637  -0.476
28 C 3.297322 2.610571 0.548423  0.655
29 C -0.546505 -9.222431 -0.843451  -0.026
30 C 3.549381 5.324644 0.795836  -0.690
31 C -1.902475 -7.337941 -0.059562  -1.076
32 H 3.686685 6.389530 0.923221  0.441
33 H 4.523683 2.421455 2.338989  0.466
34 H -2.665498 -8.035910 0.254980  0.464
35 H 2.348142 5.531341 -0.973811  0.475
36 H -2.087038 0.799553 -1.844284  0.281
37 H 0.271207 2.850211 1.082008  -0.100
38 H -1.629699 3.959414 -0.313514  0.260
39 H 3.304355 0.460831 0.512306  0.260
40 H -1.497561 0.654180 1.763224  0.255
41 H -2.837206 -0.932663 0.702282  0.348
42 H -0.009631 2.584415 2.795751  0.442
43 H 0.873884 2.374109 -2.985936  0.354
44 H -3.207278 4.057333 0.393111  0.336
45 H 1.154285 -7.280034 -1.517056  0.456
46 H 2.070742 3.679935 -3.127875  0.367
47 H 4.740048 4.876404 2.533642  0.435
48 H -2.514399 2.645430 2.318116  0.354
49 H -3.628408 2.403125 -1.133375  0.536
50 H -2.998312 -5.634246 0.594049  0.310
51 H 0.572627 -2.893587 -0.746373  0.308
52 H -1.645617 4.137902 2.188242  0.439
53 H -1.377338 2.233607 -1.937194  0.190
54 H 0.041918 0.468952 2.200825  0.346
55 H 0.846122 -4.879898 -1.204259  0.259
56 H -3.310543 -3.608899 0.689042  0.408
57 H -3.176447 1.401612 0.224761  0.138
58 H 0.604068 3.934297 -2.145445  0.350

Atomic forces in eV per Å
0.0271 -0.1185 0.2345
-0.2180 -0.1425 -0.3226
-0.1988 -0.2691 -0.0816
0.0910 -0.4056 0.1176
-0.2050 -0.0913 -0.0931
0.0063 -0.0046 -0.0016
0.0035 0.3158 -0.3005
-0.4539 0.0559 0.4300
-0.0007 -0.1181 -0.0482
0.6442 0.4667 -0.1936
-0.0422 -0.1318 -0.0054
0.0788 -0.0869 -0.1283
-0.0235 -0.2461 -0.0401
-0.0266 0.2764 -0.0361
0.0343 0.0464 -0.0100
-0.1252 -0.0862 -0.1995
-0.0962 0.3571 0.0591
0.0917 -0.0614 0.0341
-0.0369 0.2228 -0.0662
0.0666 -0.1402 -0.0509
0.0963 -0.1233 -0.0328
0.1282 -0.1082 0.1794
0.0468 0.1245 -0.0236
-0.0557 -0.0369 0.0483
0.0729 -0.1148 0.0257
0.0352 -0.2011 -0.0288
0.0166 0.0464 -0.0675
0.1188 -0.0182 0.2379
-0.0140 0.1454 0.0149
0.1356 -0.0389 0.2032
-0.0778 0.0754 0.0420
-0.0137 0.0015 -0.0052
0.0022 -0.0205 -0.0089
0.0050 -0.0045 -0.0031
0.0006 0.0025 -0.0080
-0.0329 -0.0375 0.0604
0.0218 0.0248 0.0267
0.0343 -0.0409 0.0176
0.0624 0.0436 0.0578
-0.0062 0.0852 0.0636
-0.0107 -0.0030 -0.0140
-0.0732 0.0425 0.0327
0.0083 0.0289 -0.0480
-0.0111 -0.0251 0.0679
-0.0031 -0.0085 0.0013
-0.0418 0.0354 -0.0346
-0.0017 -0.0009 -0.0002
0.0036 -0.0099 -0.0212
0.0058 0.0801 0.0197
-0.0113 -0.0121 0.0118
0.0083 0.0763 0.0018
0.0088 0.0395 -0.0774
-0.0280 0.0480 0.0247
0.0130 -0.0151 -0.0076
-0.0068 0.0172 -0.0072
-0.0332 0.0524 0.0084
-0.0148 -0.0104 -0.0124
-0.0048 0.0212 -0.0430

As for the highest occupied orbital energy (spin up / spin down): -13.9 / -13.9 eV. As for the net charge: +2. As for the total energy: -3766.6382 Eh. For the orbital gap (spin up / spin down), the calculation gives 6.011 / 6.151 eV.

# C2H3F2N

A structure of composition C2H3F2N at a distorted geometry (ωB97M-V/def2-TZVPD, the Open Molecules 2025 dataset).

Last column: Mulliken charge in e.
Atoms and positions in Å:
1 F 2.345317 1.147947 0.264732  -0.235
2 F -2.271912 1.135934 0.697760  -0.512
3 N 0.867862 1.204690 0.316426  -0.202
4 C -0.075926 0.089362 0.304553  0.231
5 C 0.255658 0.572442 -0.819324  -0.426
6 H 0.298397 0.659052 -1.840801  0.397
7 H -1.320104 0.770097 0.303734  0.358
8 H -0.443953 -0.947862 0.612514  0.389

Atomic forces in eV per Å
-0.6960 -1.7442 -0.0858
2.5950 -1.0762 -1.3099
-0.5485 3.0715 -0.0282
0.8509 -5.7570 1.1709
1.3412 1.2830 0.2699
0.0205 0.2648 -2.0582
-4.3271 2.0754 1.6898
0.7640 1.8826 0.3513

As for the highest occupied orbital energy: -10.5 eV. As for the net charge: 0. As for the total energy: -332.2498 Eh. For the orbital gap, the calculation gives 9.940 eV.

# C4H6O2

A structure of composition C4H6O2 at a distorted geometry (ωB97M-V/def2-TZVPD, the Open Molecules 2025 dataset).

Last column: Mulliken charge in e.
Atoms and positions in Å:
1 O 0.899525 -0.367193 1.544498  -0.612
2 O 1.058746 2.342934 -1.546396  -0.449
3 C 1.035880 1.648195 -0.558367  -0.065
4 C 0.064141 -0.331168 0.647846  0.619
5 C -0.631264 -1.539629 0.095753  -0.911
6 C -0.219972 0.876894 -0.114022  -0.414
7 H 0.129451 -1.907049 -0.599668  0.265
8 H -0.987399 0.912956 -0.886186  0.349
9 H -0.972005 0.559085 1.004468  0.186
10 H 1.968038 1.379958 -0.027818  0.380
11 H -0.792976 -2.241984 0.904542  0.310
12 H -1.552166 -1.332999 -0.464651  0.341

Atomic forces in eV per Å
-0.1548 -0.0381 -0.2223
-0.4027 -0.5725 0.7242
-0.3336 0.5563 0.4557
1.0901 -1.4940 -0.9638
0.0445 -0.4136 0.2422
-0.7882 0.2625 0.9863
-0.2620 -0.3869 -0.0058
0.1178 -0.4514 0.1677
0.7472 2.8992 -1.6450
-0.2731 -0.0130 0.1273
-0.0639 -0.3610 -0.1183
0.2786 0.0124 0.2517

As for the highest occupied orbital energy: -9.8 eV. As for the net charge: 0. As for the total energy: -306.3810 Eh. For the orbital gap, the calculation gives 9.435 eV.

# C5H10NO

The ion C5H10NO with charge -1 at a distorted geometry (ωB97M-V/def2-TZVPD, the Open Molecules 2025 dataset).

Last column: Mulliken charge in e.
Atoms and positions in Å:
1 O -2.853722 2.512861 0.176124  -0.895
2 N 1.939016 -1.404739 -0.483093  -0.435
3 C -1.195736 0.799070 -0.345102  -0.459
4 C -1.582995 2.126418 0.386442  -0.508
5 C 2.242201 -2.287546 0.362813  -0.264
6 C 0.520902 -1.045570 -0.558607  -0.510
7 C 0.222549 0.348316 -0.047381  -0.452
8 H -1.373524 1.900825 1.443532  0.184
9 H 0.370517 0.327840 1.041076  0.200
10 H -0.848275 2.894919 0.029026  0.170
11 H -1.342085 0.933600 -1.418477  0.275
12 H 3.287855 -2.579974 0.473449  0.268
13 H -0.097847 -1.791292 -0.040293  0.318
14 H -1.957224 0.082127 -0.016366  0.285
15 H 0.923568 1.100054 -0.419222  0.267
16 H 0.230460 -1.126377 -1.593864  0.312
17 H 1.514333 -2.790534 1.009941  0.243

Atomic forces in eV per Å
0.0378 -0.0863 -0.0060
-0.2728 -0.0547 0.3017
-0.3028 0.3151 0.2242
-0.7865 -0.0420 -0.9956
0.3351 0.0629 -0.1169
0.2176 -0.2627 -0.1584
-0.1239 -0.0085 0.5648
0.4177 0.0937 0.6704
-0.0111 0.0841 -0.0060
0.3502 -0.0244 0.2394
0.0112 0.0673 -0.1396
-0.0567 0.0014 0.0124
0.0024 0.1005 0.2470
0.1765 -0.1972 0.0009
0.1256 -0.2110 -0.2225
-0.0247 0.1282 -0.5925
-0.0955 0.0335 -0.0233

As for the highest occupied orbital energy: -2.1 eV. As for the net charge: -1. As for the total energy: -326.4609 Eh. The SMILES is C=NCCCC[O-]. For the orbital gap, the calculation gives 5.521 eV.